Record 1
{
  "formula": "C30H54Br2N5PTi",
  "method": "the ωB97M-V functional and the def2-TZVPD basis",
  "energy_ev": -211904.6951,
  "spin_multiplicity": 2,
  "orbital_gap_ev": [7.1, 7.3],
  "relative_energy_kj_mol": 81.02,
  "charge": 3,
  "s_squared": 0.7594,
  "homo_ev": [-15.243, -15.263],
  "elements": ["Ti", "N", "C", "C", "C", "N", "H", "H", "H", "H", "H", "H", "H", "H", "H", "H", "C", "C", "C", "P", "C", "C", "C", "C", "C", "C", "C", "C", "C", "C", "N", "C", "C", "C", "C", "C", "C", "C", "C", "C", "H", "H", "H", "H", "H", "H", "H", "H", "H", "H", "H", "H", "H", "H", "H", "H", "H", "H", "H", "H", "H", "H", "H", "H", "H", "H", "H", "H", "H", "H", "H", "Br", "C", "Br", "H", "H", "N", "C", "C", "N", "C", "C", "H", "H", "H", "H", "H", "H", "H", "H", "H", "H", "H"],
  "xyz": [[-0.1705, -0.2544, 0.7873], [0.0546, 0.9006, 2.6069], [-0.6670, 0.7594, 3.9281], [-1.9000, -0.1280, 3.8921], [-2.7625, 0.0698, 2.6607], [-2.1919, -0.7124, 1.5057], [1.0471, 0.9530, 2.7969], [-0.1678, 1.8193, 2.2310], [-0.9495, 1.7554, 4.2592], [0.0460, 0.3791, 4.6524], [-2.4919, 0.0805, 4.7825], [-1.6151, -1.1826, 3.9573], [-2.8025, 1.1137, 2.3577], [-3.7814, -0.2499, 2.8479], [-2.8289, -0.5920, 0.7235], [-2.2344, -1.6931, 1.7650], [2.6388, -1.2724, -2.6819], [3.0732, -1.3371, -1.2044], [4.6038, -1.3370, -1.1492], [2.2447, -0.0242, -0.1611], [3.5887, 0.7541, 0.8415], [4.2616, -0.2397, 1.8185], [3.1069, 2.0305, 1.5493], [1.7902, 1.2923, -1.3302], [2.7270, 1.9065, -2.1634], [2.3725, 2.9042, -3.0617], [3.3918, 3.5799, -3.9505], [1.0269, 3.2685, -3.1008], [0.0817, 2.6796, -2.2719], [0.4567, 1.6860, -1.3784], [-0.4901, 1.0684, -0.4660], [-1.8165, 1.6656, -0.3537], [-2.9079, 1.0757, -1.0135], [-2.7451, -0.0724, -1.9894], [-4.1767, 1.5984, -0.8119], [-4.3954, 2.7244, -0.0150], [-5.7846, 3.2901, 0.1626], [-3.2858, 3.3343, 0.5555], [-1.9963, 2.8376, 0.3914], [-0.8476, 3.6357, 0.9655], [3.2936, -0.5970, -3.2360], [1.6333, -0.8973, -2.8489], [2.7376, -2.2639, -3.1398], [2.7302, -2.2756, -0.7635], [5.0250, -0.3774, -1.4667], [4.9740, -2.0934, -1.8482], [4.9965, -1.5841, -0.1653], [4.3095, 1.0592, 0.0871], [4.2684, 0.1692, 2.8274], [5.2996, -0.4285, 1.5483], [3.7584, -1.2087, 1.8697], [2.7285, 1.8082, 2.5494], [2.3531, 2.5822, 0.9852], [3.9481, 2.7114, 1.6957], [3.7718, 1.6063, -2.1110], [4.3543, 3.0692, -3.9207], [3.5534, 4.6141, -3.6388], [3.0526, 3.6069, -4.9873], [0.7088, 4.0444, -3.7928], [-0.9525, 3.0066, -2.3194], [-3.4443, -0.8915, -1.7701], [-1.7245, -0.4455, -2.0129], [-2.9817, 0.2609, -3.0029], [-5.0243, 1.1387, -1.3189], [-6.1159, 3.7833, -0.7556], [-5.8202, 4.0261, 0.9648], [-6.5080, 2.5028, 0.3829], [-3.4243, 4.2440, 1.1379], [-0.7956, 4.6122, 0.4766], [0.1212, 3.1699, 0.8047], [-0.9901, 3.8400, 2.0330], [2.1881, -1.1103, 5.0685], [1.2646, -2.6217, 4.3948], [0.8349, -2.5087, 2.4743], [0.3244, -2.7322, 4.9105], [1.8915, -3.4950, 4.4773], [-1.1925, -5.2899, -1.8402], [-2.0843, -5.0258, -0.6467], [-1.4221, -4.0161, 0.2731], [-1.0794, -2.7396, -0.3998], [-0.2199, -3.0259, -1.5663], [-0.8365, -4.0006, -2.5544], [-1.6499, -5.9358, -2.4818], [-0.3417, -5.7586, -1.5345], [-2.2741, -5.9692, -0.1430], [-3.0216, -4.6493, -1.0460], [-0.5049, -4.4358, 0.6899], [-2.0962, -3.8443, 1.1092], [-1.9305, -2.3106, -0.7500], [0.7280, -3.4257, -1.1979], [0.0021, -2.1145, -2.0949], [-0.1564, -4.2361, -3.3687], [-1.7629, -3.6143, -2.9731]],
  "mulliken_spin": [1.02, 0.00, 0.01, 0.00, 0.01, 0.00, 0.00, -0.01, 0.00, 0.00, 0.00, 0.00, 0.00, 0.00, 0.00, 0.00, 0.00, -0.01, 0.00, -0.02, -0.01, 0.00, 0.00, 0.03, -0.01, -0.01, 0.00, 0.00, 0.00, 0.05, -0.09, 0.02, -0.05, 0.01, 0.00, 0.01, 0.00, 0.00, 0.00, 0.01, 0.00, 0.00, 0.00, 0.00, 0.00, 0.00, 0.00, 0.00, 0.00, 0.00, 0.00, 0.00, 0.00, 0.00, 0.00, 0.00, 0.00, 0.00, 0.00, 0.00, 0.00, 0.00, 0.00, 0.00, 0.00, 0.00, 0.00, 0.00, 0.00, 0.00, 0.00, 0.00, 0.00, 0.01, 0.00, 0.00, 0.00, 0.00, 0.00, 0.00, 0.02, 0.00, 0.00, 0.00, 0.00, 0.00, 0.00, 0.00, 0.00, 0.00, 0.00, 0.00, 0.00]
}

Record 2
{
  "formula": "C11H17AlF6NO4S",
  "method": "the ωB97M-V functional and the def2-TZVPD basis",
  "energy_ev": -55102.8834,
  "orbital_gap_ev": 7.3,
  "charge": -1,
  "homo_ev": -4.897,
  "elements": ["C", "C", "Al", "N", "C", "S", "H", "H", "H", "H", "H", "H", "H", "C", "C", "O", "C", "O", "C", "F", "F", "F", "H", "H", "H", "H", "H", "C", "C", "O", "C", "O", "C", "F", "F", "F", "H", "H", "H", "H", "H"],
  "xyz": [[3.5629, -3.9524, -2.6139], [2.5877, -2.7395, -2.6620], [0.8948, -2.9451, -1.5792], [-0.6302, -3.2858, -2.7991], [-0.7873, -4.4605, -2.8707], [-1.1936, -5.9706, -3.3071], [4.4057, -3.7408, -1.9472], [4.0187, -4.0930, -3.5998], [3.0987, -4.8739, -2.2594], [3.1216, -1.8573, -2.2924], [2.3355, -2.5347, -3.7092], [0.9946, -4.0219, -0.3969], [0.5943, -1.4961, -0.9558], [-0.9842, 1.8356, 4.1525], [-1.6905, 0.8405, 3.2564], [-0.7526, 0.0920, 2.4707], [-0.0827, -0.8770, 3.0739], [-0.1953, -1.2119, 4.2179], [0.8590, -1.5399, 2.0561], [1.5761, -0.6136, 1.4053], [0.1584, -2.2403, 1.1718], [1.7231, -2.3601, 2.6581], [-0.3352, 2.4816, 3.5599], [-1.7102, 2.4505, 4.6843], [-0.3571, 1.3308, 4.8868], [-2.3158, 1.3698, 2.5413], [-2.3362, 0.1735, 3.8283], [0.2387, 1.6872, -1.2072], [0.2421, 3.1964, -1.0662], [-1.0554, 3.7706, -1.3658], [-1.9740, 3.6330, -0.4294], [-1.8265, 3.0994, 0.6301], [-3.2890, 4.2906, -0.8792], [-3.6329, 3.9122, -2.1145], [-3.1691, 5.6287, -0.8809], [-4.2898, 3.9733, -0.0612], [-0.0994, 1.3977, -2.2023], [1.2370, 1.2847, -1.0442], [-0.4329, 1.2178, -0.4910], [0.9284, 3.6381, -1.7857], [0.5626, 3.5105, -0.0727]],
  "mulliken_charge": [-1.05, -0.55, -0.05, -0.33, 0.29, -0.44, 0.26, 0.29, 0.26, 0.31, 0.32, -0.26, -0.07, -1.22, -0.24, -0.21, 0.15, -0.56, 1.06, -0.21, -0.18, -0.29, 0.28, 0.39, 0.40, 0.33, 0.34, -0.96, -0.34, -0.32, 0.37, -0.52, 0.89, -0.25, -0.27, -0.24, 0.34, 0.44, 0.23, 0.32, 0.31]
}

Record 3
{
  "formula": "C13H18N2O3S",
  "method": "the ωB97M-V functional and the def2-TZVPD basis",
  "energy_ev": -33731.4703,
  "orbital_gap_ev": 9.8,
  "relative_energy_kj_mol": 125.49,
  "charge": 0,
  "homo_ev": -9.371,
  "elements": ["C", "C", "C", "C", "N", "S", "O", "O", "C", "C", "C", "C", "C", "C", "N", "O", "C", "C", "C", "H", "H", "H", "H", "H", "H", "H", "H", "H", "H", "H", "H", "H", "H", "H", "H", "H", "H"],
  "xyz": [[4.8527, 0.1165, 0.1556], [3.3316, 0.0484, 0.0733], [2.8653, -1.3575, -0.3390], [1.4371, -1.6301, 0.1558], [0.6539, -0.4167, 0.2518], [0.1264, 0.2288, -1.1984], [-0.0155, -0.8500, -2.1330], [0.8775, 1.3879, -1.5972], [-1.5113, 0.7612, -0.7017], [-1.8018, 2.0985, -0.5170], [-3.0718, 2.4617, -0.0939], [-4.0301, 1.4878, 0.1223], [-3.7407, 0.1419, -0.0945], [-4.8267, -0.8605, 0.1460], [-4.7449, -1.9832, -0.6051], [-5.7151, -0.6772, 0.9499], [-2.4601, -0.2198, -0.4971], [1.1646, 0.5537, 1.2026], [2.6782, 0.4213, 1.4053], [5.2241, -0.5444, 0.9369], [5.1784, 1.1296, 0.3793], [5.2957, -0.1850, -0.7903], [2.9858, 0.7657, -0.6777], [3.5370, -2.1107, 0.0788], [2.8939, -1.4406, -1.4258], [1.4423, -2.0895, 1.1483], [0.9112, -2.2899, -0.5338], [-1.0345, 2.8311, -0.7122], [-3.3118, 3.5018, 0.0649], [-5.0226, 1.7488, 0.4583], [-4.0655, -2.0909, -1.3362], [-5.4686, -2.6762, -0.5081], [-2.1650, -1.2468, -0.6449], [0.6302, 0.4259, 2.1521], [0.9275, 1.5410, 0.8024], [2.8970, -0.3495, 2.1475], [3.0759, 1.3670, 1.7745]],
  "mulliken_charge": [-1.81, 0.92, -0.79, -1.00, 0.17, 1.34, -0.76, -0.68, 0.14, -0.31, -0.78, -0.50, 0.48, 0.26, -0.35, -0.62, -0.62, -0.85, -0.86, 0.39, 0.42, 0.41, 0.14, 0.39, 0.32, 0.47, 0.40, 0.53, 0.42, 0.46, 0.20, 0.22, 0.37, 0.25, 0.51, 0.31, 0.43]
}

Record 4
{
  "formula": "H50O25",
  "method": "the ωB97M-V functional and the def2-TZVPD basis",
  "energy_ev": -52000.4034,
  "orbital_gap_ev": 8.8,
  "relative_energy_kj_mol": 420.06,
  "charge": 0,
  "homo_ev": -9.565,
  "elements": ["O", "H", "H", "O", "H", "H", "O", "H", "H", "O", "H", "H", "O", "H", "H", "O", "H", "H", "O", "H", "H", "O", "H", "H", "O", "H", "H", "O", "H", "H", "O", "H", "H", "O", "H", "H", "O", "H", "H", "O", "H", "H", "O", "H", "H", "O", "H", "H", "O", "H", "H", "O", "H", "H", "O", "H", "H", "O", "H", "H", "O", "H", "H", "O", "H", "H", "O", "H", "H", "O", "H", "H", "O", "H", "H"],
  "xyz": [[-1.3662, 1.6248, -3.7016], [-1.6179, 0.9169, -3.1086], [-1.4669, 1.2516, -4.5773], [0.8085, 3.3883, -4.0194], [1.4765, 2.7880, -4.3505], [0.0937, 2.8187, -3.7350], [-0.2614, 3.9117, 3.5736], [-1.2080, 4.0296, 3.6521], [0.0306, 3.7143, 4.4635], [-0.3039, 0.0154, 0.6494], [-0.9512, 0.6952, 0.4620], [0.2584, -0.0007, -0.1251], [4.5147, 2.1135, -2.6365], [4.8034, 1.3131, -2.1982], [3.6557, 2.2985, -2.2569], [-2.5870, 1.5688, 0.1107], [-3.2174, 1.5932, -0.6092], [-2.9008, 2.2305, 0.7270], [4.2620, -1.4647, 1.0760], [4.0847, -0.9737, 1.8784], [5.0916, -1.9109, 1.2461], [-3.8564, 2.3230, -2.6362], [-4.1101, 3.1936, -2.9428], [-3.0926, 2.0952, -3.1662], [-0.9606, -5.3581, 1.1580], [-1.4766, -5.6775, 0.4177], [-1.1790, -4.4282, 1.2193], [0.9069, 0.6181, 3.0158], [0.8517, 1.5502, 2.8047], [0.8243, 0.1755, 2.1711], [-3.1711, -2.0767, 3.6350], [-3.8874, -1.7756, 4.1939], [-3.5362, -2.0657, 2.7502], [2.4672, 4.4413, -2.0366], [1.7536, 4.5318, -1.4051], [2.0348, 4.1914, -2.8532], [0.8038, -2.7977, -0.9417], [0.0626, -3.0860, -0.4089], [1.5523, -3.2824, -0.5938], [0.2755, 5.1078, -0.2901], [-0.4949, 5.6453, -0.4739], [-0.0671, 4.3532, 0.1891], [0.5817, -3.2361, 3.0695], [0.0165, -2.6842, 2.5290], [1.3345, -3.4288, 2.5106], [3.6302, -1.1865, -3.7383], [4.1887, -1.8458, -4.1500], [2.7582, -1.5812, -3.7310], [-3.7096, 3.5499, 1.5607], [-3.4252, 4.0497, 2.3259], [-3.5710, 4.1425, 0.8219], [2.4605, -3.5820, 1.0470], [2.8047, -4.2535, 0.4581], [3.0339, -2.8275, 0.9120], [-4.1942, -2.3854, 1.0200], [-4.9380, -1.8184, 1.2238], [-4.5506, -3.0438, 0.4236], [1.3278, -0.9910, 5.2016], [1.1433, -0.3537, 4.5117], [1.4996, -1.8082, 4.7338], [0.6396, -0.2036, -2.0907], [1.0921, -0.2235, -2.9339], [0.5696, -1.1232, -1.8342], [-1.5510, -2.6269, 0.8847], [-2.5065, -2.6135, 0.9412], [-1.2976, -1.7038, 0.8857], [1.9723, -4.5146, -3.1665], [1.6015, -3.7462, -2.7326], [2.0662, -4.2513, -4.0820], [-5.7730, 2.1038, 2.7264], [-5.1153, 2.7848, 2.5854], [-5.3658, 1.3041, 2.3935], [5.0171, -0.1942, -1.4548], [4.7795, -0.5114, -2.3261], [4.5809, -0.7971, -0.8527]],
  "mulliken_charge": [-0.80, 0.36, 0.31, -0.68, 0.32, 0.36, -0.58, 0.27, 0.31, -0.55, 0.27, 0.36, -0.65, 0.46, 0.25, -0.55, 0.23, 0.31, -0.69, 0.26, 0.31, -0.61, 0.30, 0.40, -0.62, 0.28, 0.37, -0.64, 0.27, 0.32, -0.56, 0.30, 0.31, -0.62, 0.32, 0.41, -0.62, 0.29, 0.35, -0.65, 0.29, 0.31, -0.64, 0.28, 0.41, -0.59, 0.30, 0.23, -0.75, 0.33, 0.31, -0.80, 0.31, 0.45, -0.63, 0.26, 0.23, -0.65, 0.44, 0.29, -0.66, 0.27, 0.30, -0.47, 0.34, 0.25, -0.61, 0.33, 0.31, -0.61, 0.37, 0.27, -0.68, 0.44, 0.27]
}